No. 1
Entry from the Open Molecules 2025 dataset: an isolated ion of composition C7H6NO2S and charge -1 (ωB97M-V/def2-TZVPD).

Results
HOMO-LUMO gap (eV): 7.26
Strongest force on any atom (eV/A): 5.99
ΔE to the lowest compared entry with this formula, charge and spin (eV): 0.000
Charge: -1

```
17
Properties=species:S:1:pos:R:3:nbo_charge:R:1
O -2.14937 -4.22708 -1.40220 -0.75
C -1.14195 -3.53174 -1.35501 0.90
O 0.04488 -3.71785 -1.62067 -0.75
N -1.53055 -2.05381 -1.09079 -0.70
C -0.57859 -1.14138 -0.72768 0.25
C 0.77106 -1.06692 -0.99654 -0.31
C 1.65157 -0.08401 -0.47639 -0.16
C 1.23830 0.94343 0.38992 -0.32
C -0.10289 0.88003 0.78763 -0.24
C -0.94260 0.01399 0.27503 -0.16
S -2.68194 0.06627 1.04171 -0.12
H -2.45623 -1.73173 -0.70355 0.40
H 1.22549 -1.64847 -1.70602 0.23
H 2.69018 -0.22367 -0.79595 0.19
H 2.04977 1.52035 0.83489 0.20
H -0.47481 1.61697 1.55760 0.21
H -2.45158 -0.75453 2.11129 0.13
```

No. 2
Entry from the Open Molecules 2025 dataset: C63H65N10OPbS3Si3 as an isolated structure (ωB97M-V/def2-TZVPD).

Results
HOMO-LUMO gap (eV): 5.27
Strongest force on any atom (eV/A): 1.05
ΔE to the lowest compared entry with this formula, charge and spin (eV): 0.392
Charge: -1

```
146
Properties=species:S:1:pos:R:3:mulliken_charge:R:1
Pb 1.41322 0.33632 -1.25163 4.22
N 0.44860 0.54772 1.08461 -0.45
S -0.03680 0.62073 2.43375 0.37
N -1.51088 -0.10335 2.78938 -0.12
S -2.80494 0.41637 2.14234 1.09
N -2.90544 1.05031 0.75776 0.47
S -2.56995 0.39474 -0.77587 0.88
N -1.27422 -0.06140 -1.21018 0.05
C -3.18431 1.77081 -1.73076 0.62
C -2.61625 1.82706 -2.99704 -0.72
C -3.04114 2.80760 -3.88062 -0.72
C -4.01982 3.71557 -3.49513 -0.86
C -4.56947 3.65841 -2.22072 -0.98
C -4.15209 2.68226 -1.32912 0.00
C -3.90995 -0.80078 -0.94451 0.11
C -3.51435 -2.12605 -0.94963 0.72
C -4.47344 -3.12367 -1.07162 -1.10
C -5.81396 -2.78670 -1.20008 -0.84
C -6.20070 -1.44983 -1.20455 -0.83
C -5.25038 -0.44847 -1.07331 -0.58
C -3.52842 1.65688 3.20405 0.71
C -4.16700 2.77078 2.68816 -0.02
C -4.72235 3.69289 3.56729 -0.69
C -4.62560 3.49241 4.93570 -0.66
C -3.97267 2.37325 5.43728 -0.68
C -3.41961 1.44562 4.56969 -0.87
C -3.89327 -0.96720 2.39383 0.82
C -5.25438 -0.76134 2.23806 -0.53
C -6.11969 -1.81531 2.48055 -0.90
C -5.61873 -3.05014 2.87110 -0.63
C -4.25409 -3.24065 3.01774 -0.89
C -3.37457 -2.19199 2.78075 -0.32
C 0.93990 -0.24796 3.63733 0.00
C 0.42768 -0.88786 4.75949 -0.09
C 1.30557 -1.55086 5.60472 -0.78
C 2.66686 -1.56424 5.32173 -0.77
C 3.16132 -0.92615 4.19081 -0.45
C 2.29469 -0.26370 3.33350 -0.88
C -0.24732 2.24773 3.16985 0.96
C -0.72594 3.23896 2.31999 1.12
C -0.92026 4.52126 2.81167 -0.96
C -0.63910 4.80017 4.14489 -1.10
C -0.16585 3.80158 4.98798 -0.96
C 0.03808 2.51687 4.50290 -0.59
H -1.83342 1.11885 -3.25580 0.26
H -2.59915 2.86749 -4.86785 0.49
H -4.34755 4.48192 -4.18750 0.38
H -5.30968 4.38639 -1.91254 0.38
H -4.56025 2.63868 -0.33252 0.09
H -2.46084 -2.35773 -0.87391 -0.22
H -4.16345 -4.16171 -1.07850 0.52
H -6.56095 -3.56535 -1.31175 0.40
H -7.24691 -1.18587 -1.31042 0.45
H -5.55304 0.59055 -1.09454 0.49
H -4.18040 2.93412 1.62077 -0.09
H -5.21281 4.57559 3.17404 0.48
H -5.04753 4.22044 5.61879 0.38
H -3.88486 2.22797 6.50656 0.46
H -2.90099 0.56688 4.93822 0.16
H -5.62948 0.21107 1.93622 0.42
H -7.18641 -1.67135 2.36258 0.41
H -6.30046 -3.87233 3.05148 0.40
H -3.86630 -4.20555 3.31792 0.47
H -2.30165 -2.30881 2.87671 0.39
H -0.63760 -0.87331 4.95106 0.25
H 0.92848 -2.06817 6.47838 0.45
H 3.34651 -2.08988 5.98162 0.38
H 4.21977 -0.95535 3.96520 0.47
H 2.64205 0.22372 2.42509 0.48
H -0.94931 2.99705 1.28416 -0.41
H -1.28489 5.29486 2.14643 0.40
H -0.79204 5.80282 4.52817 0.40
H 0.04643 4.02268 6.02760 0.41
H 0.42047 1.74227 5.15463 0.47
O 3.66640 0.86080 -2.51457 -0.28
C 4.88081 1.02273 -2.14833 -0.28
C 5.96159 0.65109 -3.01065 -0.71
C 7.27586 0.68281 -2.60783 -0.42
C 7.63444 1.13850 -1.32899 -1.02
C 6.62952 1.61826 -0.51386 -0.52
C 5.28350 1.60041 -0.89888 0.79
C 4.30371 2.31457 -0.08396 -0.69
N 3.00329 2.10913 0.02365 0.73
C 2.50558 3.13795 0.80472 -0.70
C 3.50682 3.96539 1.18974 -1.38
N 4.64482 3.42976 0.62344 -0.06
H 5.69713 0.30148 -4.00258 0.39
H 8.04913 0.34657 -3.29206 0.38
H 8.66511 1.13059 -0.99866 0.35
H 6.88737 2.00909 0.46799 0.43
H 1.45857 3.20370 1.03067 0.70
H 3.51362 4.87390 1.77072 0.47
H 5.56047 3.83699 0.62970 0.25
C 4.33717 -2.21539 -3.56724 -0.69
Si 3.68741 -2.76122 -1.89122 0.06
C 4.35781 -4.54201 -1.79166 -1.19
C 4.60116 -1.75683 -0.57570 0.07
C 1.88324 -2.67823 -1.71285 1.45
Si 1.23433 -3.38024 -0.20068 -0.06
C -0.12273 -2.38001 0.68406 1.37
C 0.47843 -5.10107 -0.46283 -1.26
C 2.49577 -3.60104 1.19117 -0.83
Si 0.95007 -2.83996 -3.22336 -0.31
C 1.27197 -4.41899 -4.22120 -1.19
C -0.92534 -2.75082 -3.09130 -0.18
C 1.31148 -1.38797 -4.44176 -0.50
C 1.73700 -1.57883 -5.75798 -0.52
C 2.03474 -0.48857 -6.56167 -0.47
C 1.88340 0.78841 -6.04026 -1.04
C 1.42768 0.91159 -4.73713 -0.31
N 1.14295 -0.13633 -3.96065 0.74
H 5.43443 -2.19551 -3.54509 0.47
H 3.98409 -1.20835 -3.82133 -0.24
H 4.02568 -2.90434 -4.36001 0.35
H 5.45345 -4.57120 -1.88500 0.33
H 3.93239 -5.12395 -2.61934 0.26
H 4.08561 -5.05265 -0.86275 0.30
H 5.53906 -1.34412 -0.97014 0.39
H 4.83487 -2.35840 0.30889 0.57
H 3.97967 -0.90871 -0.25698 -0.78
H -1.02210 -2.98115 0.87639 0.30
H -0.39860 -1.49934 0.09260 -1.19
H 0.25040 -2.00918 1.64816 -0.28
H -0.38594 -5.04048 -1.14042 0.23
H 0.14478 -5.57564 0.47152 0.33
H 1.21961 -5.75776 -0.93709 0.26
H 2.85038 -2.61995 1.53372 -0.20
H 3.37386 -4.18118 0.89918 0.30
H 2.02103 -4.10477 2.04266 0.36
H 1.07078 -5.28702 -3.58191 0.28
H 2.32104 -4.48271 -4.53657 0.30
H 0.63681 -4.50007 -5.11595 0.33
H -1.34525 -3.61094 -2.55105 0.15
H -1.37038 -2.72606 -4.09281 0.51
H -1.21052 -1.83073 -2.56597 -0.58
H 1.85717 -2.58659 -6.13825 0.38
H 2.39794 -0.63249 -7.57410 0.41
H 2.12763 1.67175 -6.61662 0.44
H 1.28840 1.89126 -4.29068 0.41
N 0.33045 2.53295 -1.79163 -0.23
C 0.06195 3.58874 -1.39885 0.20
C -0.29001 4.86819 -0.93139 0.27
C 0.62801 5.95686 -0.99605 -0.17
N 1.35463 6.85398 -1.03459 -0.66
C -1.54216 5.02996 -0.27892 0.17
N -2.54625 5.17683 0.27989 -0.69
```

No. 3
Entry from the Open Molecules 2025 dataset: one molecule with the formula C5H5N3 (ωB97M-V/def2-TZVPD).

Results
HOMO-LUMO gap (eV): 9.85
Strongest force on any atom (eV/A): 2.56
ΔE to the lowest compared entry with this formula, charge and spin (eV): 1.524
Charge: 0

```
13
Properties=species:S:1:pos:R:3:nbo_charge:R:1
H 1.62478 2.18889 1.34247 0.34
N 2.05030 1.34286 0.99414 -0.68
C 1.23746 0.49621 0.52728 0.42
C 1.49814 -0.86871 -0.00130 -0.33
N 0.24934 -1.30245 -0.65286 -0.40
C -0.58879 -0.40696 -0.35890 0.34
C -1.99947 -0.42172 -0.69508 -0.07
C -3.20252 -0.44418 -0.90202 -0.15
N -0.11185 0.69679 0.32699 -0.62
H 1.76056 -1.53438 0.83871 0.24
H 2.35548 -0.93433 -0.74643 0.24
H -4.23968 -0.40571 -1.12889 0.24
H -0.63374 1.59369 0.45588 0.43
```

No. 4
Entry from the Open Molecules 2025 dataset: C17H45F6HfO24S5 as an isolated structure (ωB97M-V/def2-TZVPD).

Results
HOMO-LUMO gap (alpha / beta) (eV): 6.26 / 5.92
Strongest force on any atom (eV/A): 8.10
Multiplicity: 2
Charge: 0

```
98
Properties=species:S:1:pos:R:3:lowdin_spin:R:1
Hf -9.44921 -9.50321 -8.44884 0.77
C -8.79130 -5.73803 -11.32909 0.00
F -9.08073 -4.60741 -11.95806 0.00
F -8.40336 -6.66417 -12.24000 0.00
F -7.76529 -5.54324 -10.45461 0.00
S -10.31079 -6.39503 -10.52764 0.01
O -10.94433 -5.24883 -9.84872 0.00
O -11.20726 -6.99116 -11.53133 0.00
O -9.66048 -7.33675 -9.57463 0.03
C -10.54135 -14.24216 -9.30678 0.00
F -11.23900 -15.35610 -8.88336 0.00
F -9.30606 -14.34989 -8.81803 0.00
F -10.53229 -14.35842 -10.61774 0.00
S -11.42840 -12.59725 -8.85784 0.01
O -10.29391 -11.65595 -8.75415 0.04
O -12.36519 -12.31661 -9.98863 0.00
O -12.12716 -12.78439 -7.55027 0.00
C -9.87211 -11.35696 -12.69186 0.00
C -8.78291 -10.56976 -11.84861 0.00
C -7.98697 -9.63022 -12.80600 0.00
O -9.36170 -9.82528 -10.77029 0.02
H -10.76565 -10.76358 -12.88578 0.00
H -10.12498 -12.21443 -12.06824 0.00
H -9.68178 -11.95660 -13.58198 0.00
H -8.07005 -11.28925 -11.44579 0.00
H -7.15265 -9.12713 -12.31721 0.00
H -8.67145 -8.85272 -13.14524 0.00
H -7.53224 -10.14164 -13.65438 0.00
O -6.83121 -15.39188 -17.00969 0.00
S -7.30539 -15.77073 -15.66164 0.00
O -7.88602 -17.06227 -15.49383 0.00
O -6.00493 -15.45452 -14.74325 0.00
C -4.86213 -16.27928 -14.93887 0.00
C -4.33495 -17.03130 -13.74580 0.00
C -8.45208 -14.48753 -15.03242 0.00
H -4.07638 -15.58565 -15.23819 0.00
H -5.05434 -16.92309 -15.79716 0.00
H -3.64741 -17.85790 -13.92499 0.00
H -5.18024 -17.56925 -13.31661 0.00
H -3.98797 -16.42629 -12.90816 0.00
H -8.14980 -13.46089 -15.23913 0.00
H -8.36990 -14.45195 -13.94611 0.00
H -9.50056 -14.64652 -15.28448 0.00
O -5.95803 -14.45937 -12.03176 0.00
S -5.76297 -13.48753 -10.94917 0.00
O -6.87926 -13.02480 -10.14260 0.00
O -4.55255 -13.87359 -9.93269 0.00
C -4.74151 -14.88363 -8.98227 0.00
C -3.37474 -15.00311 -8.34389 0.00
C -4.82597 -12.07441 -11.67142 0.00
H -4.73899 -15.89470 -9.38948 0.00
H -5.63276 -14.58696 -8.42931 0.00
H -3.04014 -14.05726 -7.91786 0.00
H -2.54326 -15.20320 -9.01969 0.00
H -3.37860 -15.84425 -7.65066 0.00
H -3.90807 -11.91880 -11.10456 0.00
H -5.53113 -11.24424 -11.63036 0.00
H -4.46168 -12.40753 -12.64324 0.00
O -9.08985 -10.33971 -17.37098 0.00
S -7.92918 -9.48079 -17.10642 0.00
O -8.12382 -8.17985 -16.50468 0.00
O -6.77964 -10.29370 -16.14792 0.00
C -6.26787 -11.55014 -16.65682 0.00
C -5.59039 -12.20998 -15.49606 0.00
C -6.98548 -9.34159 -18.70900 0.00
H -5.53373 -11.38042 -17.44444 0.00
H -6.95509 -12.14810 -17.25537 0.00
H -5.25062 -13.20134 -15.79583 0.00
H -6.17392 -12.31660 -14.58162 0.00
H -4.80775 -11.55784 -15.10835 0.00
H -7.58300 -8.65793 -19.31206 0.00
H -6.83628 -10.32330 -19.15853 0.00
H -6.02970 -8.83779 -18.56490 0.00
O -12.73516 -8.81493 -12.75991 0.00
H -12.15876 -8.92031 -13.51681 0.00
H -12.36584 -8.07478 -12.27823 0.00
O -7.64668 -11.21606 -8.67610 0.05
H -7.63446 -11.89542 -9.35030 0.00
H -6.72440 -11.00413 -8.53220 0.00
O -7.36500 -8.41215 -8.92126 0.06
H -6.59681 -8.55759 -9.47349 0.00
H -7.23783 -7.53519 -8.55933 0.00
O -13.08832 -12.48237 -14.43856 0.00
H -12.17272 -12.20556 -14.40246 0.00
H -13.06220 -13.34449 -14.85365 0.00
O -13.89260 -11.35700 -11.98046 0.00
H -13.31891 -11.73140 -11.31193 0.00
H -13.57951 -11.73284 -12.80323 0.00
C -5.66582 -7.19071 -14.31082 0.00
C -5.00323 -7.20209 -12.87846 0.00
O -4.91877 -5.85171 -12.49893 0.00
C -5.35878 -5.05801 -13.52513 0.00
O -5.37403 -3.84678 -13.47585 0.00
O -5.92889 -5.81729 -14.52376 0.00
H -6.54852 -7.82713 -14.37339 0.00
H -4.94548 -7.42106 -15.09577 0.00
H -4.06544 -7.74343 -12.75359 0.00
H -5.67735 -7.73825 -12.21047 0.00
```

One value per record, in order, for calculated total energy: -23777.8691 -144718.0291 -9733.9645 -139280.1199 eV.